(1)
C36H29F11N9O3Re | ωB97M-V/def2-TZVPD

Each line ends with the Löwdin spin population.
Positions of all 89 atoms, in Å:
Re  1.9234  -0.8164  2.0362  0.889
C  0.6289  -0.9444  4.8301  0.003
N  1.9633  -0.8073  4.2068  -0.007
C  2.7714  -1.9807  4.6203  -0.001
C  4.0479  -2.0472  3.8138  0.000
N  3.6789  -1.7277  2.4365  -0.001
C  4.5673  -2.0046  1.4226  0.000
C  5.9629  -2.1230  1.5650  0.002
F  6.5342  -1.9501  2.7651  0.001
C  6.8069  -2.3643  0.4959  0.000
F  8.1164  -2.4374  0.7016  0.000
C  6.3056  -2.5032  -0.7869  0.003
F  7.1157  -2.7278  -1.8133  0.001
C  4.9377  -2.4062  -0.9774  0.000
F  4.4210  -2.5412  -2.1957  0.000
C  4.1106  -2.1776  0.0991  0.003
F  2.7744  -2.1523  -0.1278  0.001
C  2.5738  0.4893  4.6126  0.003
C  3.5051  1.0861  3.5564  0.005
N  2.9230  0.9409  2.2198  -0.005
C  2.9794  1.9489  1.2988  0.005
C  3.3477  3.3006  1.4681  -0.002
F  3.7598  3.7805  2.6511  -0.001
C  3.3199  4.2233  0.4351  0.001
F  3.6728  5.4779  0.6910  0.000
C  2.9337  3.8679  -0.8448  -0.002
F  2.8981  4.7603  -1.8276  -0.001
C  2.6059  2.5434  -1.0722  0.001
F  2.2516  2.1346  -2.2929  0.000
C  2.6532  1.6414  -0.0364  -0.001
F  2.4256  0.3407  -0.3370  0.014
H  0.7131  -0.9065  5.9192  0.000
H  0.1888  -1.8971  4.5400  0.000
H  -0.0040  -0.1330  4.4841  0.000
H  2.1770  -2.8682  4.4049  0.000
H  2.9763  -1.9293  5.6919  0.000
H  4.4698  -3.0533  3.8724  0.000
H  4.7927  -1.3571  4.2103  0.000
H  3.0997  0.3740  5.5634  0.000
H  1.7515  1.1870  4.7270  0.000
H  4.4824  0.5945  3.5455  -0.001
H  3.6553  2.1209  3.8383  0.001
F  -1.0672  2.3885  -3.1132  0.000
C  -1.5924  1.3179  -2.4886  0.000
C  -0.9255  0.8210  -1.4098  0.000
C  -1.4463  -0.2518  -0.6877  0.000
C  -0.7235  -0.7674  0.4559  0.000
O  0.2582  -0.1171  0.9011  0.016
C  -1.2218  -1.9822  0.9986  0.001
C  -2.4578  -2.4213  0.6241  0.002
N  -3.2172  -1.8238  -0.3130  0.002
C  -4.5838  -2.2577  -0.4906  0.000
C  -5.4532  -2.3684  0.7263  0.000
C  -5.6805  -1.2617  -0.2544  0.000
C  -2.6813  -0.7923  -1.0649  0.000
C  -3.3271  -0.2951  -2.1971  0.000
C  -2.8021  0.7594  -2.9288  0.000
N  -3.4649  1.1816  -4.0987  0.000
C  -4.8945  1.4329  -4.0719  0.000
C  -5.5032  0.8281  -5.3510  0.000
N  -4.4218  0.7837  -6.3846  0.000
C  -3.6251  2.0453  -6.3602  0.000
C  -2.7961  2.0491  -5.0628  0.000
C  -0.4513  -2.8213  1.9945  0.006
O  -1.0374  -3.7044  2.5866  0.008
O  0.8161  -2.5645  2.1207  0.053
H  -0.0010  1.2783  -1.0882  0.000
H  -2.8701  -3.2967  1.1084  0.000
H  -4.7117  -2.9989  -1.2716  0.000
H  -5.0219  -2.1163  1.6850  0.000
H  -6.1597  -3.1842  0.7709  0.000
H  -5.3927  -0.2612  0.0412  0.000
H  -6.5561  -1.3001  -0.8874  0.000
H  -4.2516  -0.7573  -2.5129  0.000
H  -5.0913  2.5109  -4.0296  0.000
H  -5.3466  0.9888  -3.1904  0.000
H  -6.3271  1.4366  -5.7203  0.000
H  -5.8633  -0.1865  -5.1881  0.000
H  -4.8070  0.5977  -7.3098  0.000
H  -3.7818  0.0269  -6.1288  0.000
H  -4.3190  2.8830  -6.4025  0.000
H  -2.9777  2.0921  -7.2330  0.000
H  -2.6881  3.0793  -4.7123  0.000
H  -1.7998  1.6528  -5.2517  0.000
N  0.2726  1.5561  3.1646  0.001
C  -0.4083  2.1902  2.4519  0.000
N  -1.0683  2.9742  1.6897  0.001
C  -2.1877  2.8727  1.0574  0.000
N  -3.1607  2.8270  0.4159  0.000

Atomic forces in eV per Å
Re 2.4 0.5 1.3
C -0.5 0.0 0.0
N 0.0 -0.3 -0.9
C 0.3 -0.3 -0.2
C -0.1 -0.2 0.2
N -1.7 0.3 -0.1
C 0.6 -0.1 -0.8
C -0.4 0.2 0.1
F 0.1 0.0 0.0
C 0.0 0.0 -0.1
F 0.1 0.0 0.0
C -0.1 0.0 0.1
F 0.0 0.0 0.0
C 0.0 0.0 0.0
F 0.0 0.0 0.0
C -0.1 0.1 0.6
F 0.1 -0.2 -0.2
C 0.2 0.4 -0.1
C 0.1 -0.2 0.1
N -1.2 -1.3 0.2
C 0.0 0.8 -1.0
C -0.1 -0.3 0.2
F -0.1 0.0 0.0
C 0.0 0.0 -0.1
F 0.0 0.0 0.0
C 0.0 -0.1 0.2
F 0.0 0.0 0.0
C 0.0 0.1 0.0
F 0.0 0.0 -0.1
C 0.1 -0.1 0.4
F 0.1 0.0 -0.1
H 0.1 0.0 0.0
H 0.1 0.0 0.0
H 0.1 0.0 0.0
H -0.1 0.1 0.1
H -0.1 0.0 0.0
H 0.0 0.0 0.1
H 0.0 0.0 -0.1
H 0.0 -0.1 0.0
H 0.0 -0.1 0.1
H 0.0 0.0 0.0
H 0.0 0.0 -0.1
F -0.1 0.0 -0.1
C 0.1 0.0 0.2
C 0.0 0.1 0.0
C -0.1 0.2 0.1
C -0.6 -0.2 -0.1
O 0.4 -0.6 0.3
C 0.7 0.0 0.2
C -0.1 0.1 -0.1
N 0.1 -0.2 0.3
C -0.2 -0.2 -0.2
C 0.0 -0.1 0.1
C -0.1 0.2 0.0
C 0.2 0.2 0.0
C -0.1 0.0 -0.1
C 0.0 -0.2 0.1
N 0.0 0.1 -0.1
C 0.0 0.1 0.0
C -0.3 0.1 0.5
N 0.0 0.0 -0.2
C 0.3 0.4 0.1
C 0.0 -0.1 0.1
C -1.0 0.0 -0.1
O 0.3 0.1 -0.1
O 0.8 1.0 0.1
H 0.0 0.1 0.0
H -0.1 0.0 0.0
H 0.0 0.0 0.0
H 0.1 0.1 0.0
H 0.0 0.0 -0.1
H 0.1 0.0 0.0
H 0.0 -0.1 0.0
H 0.0 0.0 0.0
H 0.0 0.0 0.0
H 0.0 0.0 0.0
H 0.1 0.0 -0.2
H 0.1 0.0 -0.1
H 0.0 0.0 0.0
H -0.1 -0.1 -0.1
H -0.1 -0.1 0.0
H -0.1 -0.1 0.0
H 0.0 0.0 -0.1
H 0.0 0.0 0.0
N -0.5 0.4 -0.2
C -0.1 -0.3 0.4
N 0.5 0.8 -0.2
C -0.3 -0.6 -0.2
N 0.0 -0.1 0.0

- Molar mass: 1030.87 Da
- Multiplicity: 2
- Total energy: -3284.21843 a.u.
- HOMO (alpha / beta): -9.31 / -9.36 eV
- Total charge: +1
- Frontier orbital gap (alpha / beta): 6.059 / 6.113 eV

(2)
C7H13N7OsS4 | ωB97M-V/def2-TZVPD

Each line ends with the natural charge from an NBO analysis.
Positions of all 32 atoms, in Å:
Os  -0.2290  1.3923  1.2186  0.731
S  -1.9337  5.3347  0.0133  0.439
C  -1.3859  3.8628  0.4870  -0.690
S  -0.6709  3.4776  2.0312  0.409
S  -1.3914  2.3986  -0.4803  0.449
N  1.6106  -2.2376  4.5031  -0.564
N  1.2672  -1.0225  4.1102  0.245
N  1.4047  0.0223  4.8847  -0.211
C  1.0275  1.0245  4.1201  0.211
N  0.6635  0.5794  2.9062  -0.429
N  0.8284  -0.7394  2.9216  -0.065
H  1.7654  -2.3288  5.4999  0.440
H  1.2053  -3.0193  4.0089  0.428
H  1.0063  2.0490  4.4340  0.256
N  1.2845  -0.8946  -0.1977  -0.297
C  1.1753  -2.2136  -0.4065  0.038
C  -0.1341  -2.5628  -0.1396  -0.309
C  -0.7626  -1.3737  0.2246  0.015
N  0.1139  -0.3664  0.1876  -0.399
H  2.1081  -0.3187  -0.3220  0.445
H  2.0006  -2.8135  -0.7319  0.265
H  -0.5699  -3.5378  -0.2011  0.274
H  -1.7908  -1.2101  0.4968  0.251
C  -0.9423  1.8673  -4.5360  -0.735
S  -0.5136  0.6314  -3.3056  0.142
C  -0.9543  -0.8633  -4.2138  -0.732
H  -1.9805  1.7372  -4.8303  0.230
H  -0.2974  1.7459  -5.4038  0.237
H  -0.7949  2.8500  -4.1012  0.231
H  -0.2727  -0.9805  -5.0545  0.235
H  -1.9747  -0.7780  -4.5794  0.232
H  -0.8625  -1.7127  -3.5441  0.226

Atomic forces in eV per Å
Os -1.7 3.3 -0.5
S 0.7 -1.6 0.5
C -1.3 2.5 -0.9
S 1.1 -1.9 -0.2
S 0.9 -1.6 1.4
N 0.5 -0.9 0.3
N -0.8 1.1 -1.4
N 0.3 0.8 0.9
C 0.0 -0.2 0.3
N -0.2 -0.1 0.0
N 0.3 -1.5 0.0
H -0.1 0.2 -0.1
H -0.2 0.2 -0.1
H 0.0 0.2 0.1
N 0.5 -0.1 0.2
C -0.5 0.1 0.1
C 0.1 0.2 0.1
C -0.1 -0.3 -0.3
N 0.4 -0.2 -0.4
H -0.2 0.0 0.0
H 0.2 0.0 -0.2
H -0.1 -0.2 -0.1
H -0.1 0.1 0.0
C 0.0 -0.2 -0.1
S 0.2 -0.1 0.4
C 0.0 0.3 -0.1
H -0.1 0.1 0.0
H 0.0 0.1 0.0
H 0.0 0.1 0.0
H 0.0 -0.1 0.0
H -0.1 -0.1 0.0
H 0.0 -0.1 0.0

- Molar mass: 513.73 Da
- Total energy: -2340.48737 a.u.
- HOMO (alpha / beta): -13.60 / -13.59 eV
- Total charge: +2
- Frontier orbital gap (alpha / beta): 3.352 / 3.333 eV

Question: Among the records above, which one has the lowest total energy?
Answer: C36H29F11N9O3Re

Question: total charge of number 2 (C7H13N7OsS4)?
Answer: +2

Question: Look up the molar mass of the first one.
Answer: 1030.87 Da